Entry 1:
An isolated ion of composition C10H10F2N3 and charge +1 at a distorted geometry, computed with ωB97M-V/def2-TZVPD.

Last column: Mulliken charge in e.
CARTESIAN COORDINATES (ANGSTROEM)
C  0.5006  -1.1207  -2.2500  -1.66
C  -0.5215  -0.3597  -1.4371  1.19
C  -1.8173  -0.0386  -1.9045  -0.67
C  -2.6496  0.5972  -1.0408  -0.42
C  -2.4315  0.6310  0.3217  -0.78
C  -1.1949  0.3405  0.8355  0.16
C  -0.2802  -0.2212  -0.0903  -0.01
C  0.9238  -0.7295  0.7017  0.11
N  2.1289  -0.3235  0.1654  0.08
N  2.7280  0.6763  0.1229  0.85
N  3.4195  1.4975  -0.2963  -0.87
C  0.6630  -0.0943  2.1335  0.92
F  1.3408  1.0570  2.1260  -0.34
F  1.3691  -0.9051  3.0646  -0.34
C  -0.7641  0.2423  2.2641  -0.94
H  0.2976  -2.1226  -2.3289  0.40
H  0.4233  -0.6748  -3.3250  0.36
H  1.5069  -1.0177  -1.8342  0.41
H  -2.1467  -0.1021  -2.9723  0.34
H  -3.6196  0.9150  -1.4845  0.34
H  -3.1987  0.9704  1.0003  0.43
H  1.1434  -1.8240  0.6744  0.34
H  4.3139  1.9506  -0.0288  0.37
H  -0.7981  1.1609  2.7905  0.41
H  -1.3368  -0.5048  2.7918  0.34

Values from the calculation:
SMILES = Cc1cccc2c1[C@@H](N=[N+]=N)C(F)(F)C2
Electronic energy = -20426.5272 eV
Energy relative to the best compared isomer or geometry (same formula, charge and spin) = 0.0 kJ/mol
HOMO-LUMO gap = 7.755 eV
Largest force on an atom = 4.3 eV/A
Total charge = +1

Entry 2:
A 2-piece molecular cluster, C10H10N2 overall at a distorted geometry, computed with ωB97M-V/def2-TZVPD.

Last column: Mulliken charge in e.
CARTESIAN COORDINATES (ANGSTROEM)
C  -2.5239  1.2233  -0.0957  -0.28
C  -2.2792  0.5847  1.1354  -0.23
C  -1.8970  -0.7015  1.1888  -0.19
N  -1.9921  -1.6709  0.1276  -0.54
C  -2.1802  -1.0217  -0.9810  -0.01
C  -2.4538  0.3829  -1.1956  -0.24
H  -2.5819  2.3452  -0.0598  0.32
H  -2.2279  1.0362  2.1193  0.32
H  -1.4818  -1.0739  2.1660  0.28
H  -2.3077  -1.6481  -1.9405  0.27
H  -2.5986  0.7594  -2.2506  0.30
C  1.0896  0.4038  0.0141  0.43
C  1.3983  -0.9194  -0.0761  -0.42
C  2.7380  -1.3931  0.0573  -0.30
N  3.8245  -0.5333  -0.0436  -0.57
C  3.4235  0.7192  -0.0800  -0.12
C  2.0937  1.3296  -0.0291  -0.67
H  -0.0479  0.6319  0.0312  0.09
H  0.7188  -1.6668  0.0731  0.51
H  2.9075  -2.5565  0.1355  0.28
H  4.2355  1.3487  -0.2896  0.40
H  2.1428  2.4204  -0.0067  0.35

Values from the calculation:
SMILES = c1ccncc1.c1ccncc1
Electronic energy = -13510.0408 eV
Energy relative to the best compared isomer or geometry (same formula, charge and spin) = 294.7 kJ/mol
HOMO-LUMO gap = 9.682 eV
Largest force on an atom = 4.5 eV/A

Entry 3:
One molecule with the formula C10H10N2 at a distorted geometry, computed with ωB97M-V/def2-TZVPD.

Last column: Mulliken charge in e.
CARTESIAN COORDINATES (ANGSTROEM)
C  -1.0245  -1.8014  3.1493  -1.40
C  -0.8210  -1.1510  1.7161  0.61
C  -1.7289  -1.2732  0.7104  -0.34
C  -1.6434  -0.7741  -0.5321  -0.76
C  -0.4921  -0.0013  -0.8497  0.13
N  -0.2860  0.6939  -1.9668  -0.69
C  0.7976  1.5432  -2.2199  0.41
N  0.7158  2.3554  -3.3107  -0.47
C  1.9411  1.3146  -1.3736  -0.44
C  1.7974  0.7810  -0.1161  -0.76
C  0.4879  0.1222  0.2047  1.12
C  0.2668  -0.3504  1.4837  -0.53
H  -0.3254  -2.6237  3.3449  0.28
H  -0.8137  -1.0554  3.8474  0.40
H  -2.0224  -2.0329  3.3041  0.41
H  -2.7483  -1.5806  0.9599  0.24
H  -2.3546  -0.9832  -1.3562  0.37
H  1.5747  2.8996  -3.7295  0.25
H  -0.0054  2.1498  -3.9748  0.25
H  2.9159  1.5882  -1.8385  0.26
H  2.6971  0.3699  0.3488  0.28
H  1.0713  -0.1908  2.1985  0.37

Values from the calculation:
SMILES = Cc1ccc2nc(N)ccc2c1
Electronic energy = -13511.3707 eV
Energy relative to the best compared isomer or geometry (same formula, charge and spin) = 166.4 kJ/mol
HOMO-LUMO gap = 8.072 eV
Largest force on an atom = 5.0 eV/A